{
  "formula": "C6H10",
  "method": "the ωB97M-V functional and the def2-TZVPD basis",
  "homo_energy_ev": -6.7,
  "e_above_lowest_kcal_mol": 145.8,
  "largest_force_ha_per_bohr": 0.0626,
  "charge": 0,
  "lumo_energy_ev": -1.68,
  "elements": ["C", "C", "C", "C", "C", "C", "H", "H", "H", "H", "H", "H", "H", "H", "H", "H"],
  "xyz": [[2.132, 1.091, 0.297], [0.205, 1.268, -1.386], [0.825, 0.536, -0.163], [-0.202, -0.174, 0.634], [-1.002, -1.211, 0.117], [-2.134, -1.690, 0.698], [0.319, 2.325, -1.164], [2.122, 1.978, 0.959], [2.849, 0.369, 0.658], [0.773, 1.086, -2.298], [-0.857, 1.027, -1.444], [1.594, -0.222, -0.522], [-0.026, 0.012, 1.692], [-0.809, -1.540, -0.898], [-2.562, -1.270, 1.603], [-2.547, -2.659, 0.427]],
  "forces_ev_per_a": [[-1.551, 0.084, 2.820], [0.734, -0.128, 0.972], [0.176, 0.235, -1.803], [2.742, 1.270, 0.459], [-1.534, -0.434, 0.130], [0.891, -0.449, 0.513], [-0.219, 0.369, -0.064], [0.431, 0.496, -1.273], [-0.021, -0.258, 0.338], [-0.256, -0.145, -0.109], [0.013, 0.048, -0.390], [-1.131, -0.885, -1.241], [-0.731, -0.431, 0.152], [0.419, -0.294, 0.070], [0.360, 0.019, 0.087], [-0.323, 0.503, -0.659]]
}